One molecule with the formula C19H25ClN4O6S. Source: OMol25; level of theory: ωB97M-V with the def2-TZVPD basis set.

Last column: Löwdin charge in e.
Geometry (Å):
C: 2.112 2.253 -0.612  -0.280
C: -1.729 -2.058 -1.911  -0.151
C: -0.174 2.689 -1.155  -0.089
C: 0.492 -0.744 0.840  -0.384
H: -3.496 -3.250 -2.114  0.114
H: -1.187 -0.284 -0.864  0.113
H: -1.069 2.485 -1.724  0.096
O: 3.771 1.096 -2.302  -0.275
C: 2.083 3.190 0.401  -0.053
H: -1.866 -1.449 -2.807  0.129
O: 4.356 -1.596 1.208  -0.061
H: 0.872 4.638 1.423  0.108
C: -3.818 0.481 1.979  -0.136
H: 4.729 -3.046 -0.169  0.129
N: 1.463 -1.253 1.612  0.099
H: -3.326 2.404 1.022  0.092
H: -2.942 -3.068 -0.448  0.113
H: 5.627 -1.514 -0.423  0.131
H: -4.149 -0.806 -2.123  0.126
H: -3.070 -1.524 1.548  0.121
H: -4.820 0.889 2.117  0.114
H: 1.699 -2.223 1.425  0.143
H: -4.839 -1.390 1.429  0.125
O: -2.984 1.196 -1.428  0.045
H: 4.355 0.468 1.450  0.146
O: 0.226 -2.967 -0.032  0.062
S: 3.609 1.330 -0.898  0.705
C: 3.680 -0.358 1.177  -0.331
C: -0.198 3.638 -0.142  -0.655
N: 3.209 -0.153 -0.182  -0.148
C: -3.021 1.360 1.017  -0.087
N: -1.008 -1.278 -0.935  0.104
C: -3.897 -0.865 1.252  -0.139
H: 2.848 -0.829 3.112  0.132
C: -3.253 0.726 -0.338  -0.472
O: 4.684 1.945 -0.172  -0.283
C: 3.518 -1.360 -0.934  -0.134
C: -3.088 -2.541 -1.393  -0.143
C: -0.129 -1.799 -0.078  -0.408
C: 2.495 -0.419 2.164  -0.072
H: 2.977 3.361 0.980  0.116
H: -1.110 -2.928 -2.147  0.123
C: 0.919 3.897 0.640  -0.084
H: -3.345 0.390 2.955  0.111
C: 0.999 1.993 -1.388  -0.057
O: 0.103 0.413 0.853  0.062
H: 2.647 -2.024 -0.939  0.115
C: -4.102 -1.407 -1.210  -0.142
H: -5.091 -1.835 -1.015  0.125
H: 1.067 1.252 -2.168  0.123
Cl: -1.638 4.528 0.144  0.725
H: 3.787 -1.089 -1.952  0.114
H: 2.077 0.579 2.305  0.127
H: -1.947 1.317 1.218  0.101
C: 4.669 -1.959 -0.123  -0.140
N: -3.777 -0.501 -0.141  -0.067

## Properties
multiplicity: 1
total charge: 0
LUMO energy: 0.60 eV

One molecule with the formula C19H25ClN4OS. Source: OMol25; level of theory: ωB97M-V with the def2-TZVPD basis set.

Last column: Löwdin charge in e.
Geometry (Å):
O: 4.449 3.311 -3.433  -0.091
C: -2.600 -2.413 0.974  -0.187
Cl: 4.223 0.169 -4.322  0.716
H: 5.907 2.254 -4.479  0.068
H: -1.004 2.652 3.239  0.091
H: 3.101 4.023 -1.532  0.121
H: -1.913 0.921 0.065  0.073
H: -4.143 -3.351 3.831  0.105
C: 2.916 2.983 -1.746  -0.002
C: -1.695 1.723 0.767  -0.077
H: -1.926 -0.150 2.338  0.112
H: -2.099 -3.833 2.520  0.107
H: -1.687 -2.520 -0.938  0.075
C: -0.209 2.400 2.524  -0.091
H: -2.605 1.947 1.340  0.095
H: 5.595 3.945 -4.934  0.091
C: -0.852 0.066 2.314  -0.156
C: -0.099 -1.114 1.673  -0.118
H: 2.359 -0.705 -2.566  0.045
H: 0.144 -3.971 -0.466  0.071
N: -4.871 -1.961 2.533  0.057
H: 0.683 2.109 3.076  0.089
C: -3.953 -2.837 2.898  -0.142
H: -3.482 -0.963 -0.347  0.117
C: 3.402 1.072 -3.081  -0.544
H: -1.411 2.609 0.200  0.089
H: -0.508 0.138 3.349  0.123
H: 0.597 0.740 0.362  0.091
H: 1.506 2.727 -0.171  0.103
H: -1.314 -4.729 0.179  0.090
N: -0.489 -1.430 0.314  -0.080
S: -0.024 -1.498 -2.283  0.723
C: 2.499 0.335 -2.327  -0.095
C: -4.688 -1.317 1.392  -0.145
H: -0.149 -3.966 1.273  0.072
C: -1.372 -2.576 0.112  -0.353
C: 2.026 2.258 -0.993  -0.012
C: 0.159 -0.883 -0.756  -0.762
C: -2.806 -3.101 2.164  -0.021
H: -5.467 -0.617 1.120  0.106
C: -3.582 -1.506 0.581  -0.022
H: -0.289 -1.994 2.290  0.115
N: 0.902 0.218 -0.470  0.065
N: -0.588 1.327 1.622  -0.308
C: 1.786 0.914 -1.287  -0.251
C: -0.626 -3.896 0.298  -0.036
C: 3.624 2.424 -2.818  -0.289
H: 0.021 3.290 1.940  0.080
C: 5.130 3.007 -4.631  -0.125
H: 4.444 2.676 -5.414  0.078
H: 0.976 -0.908 1.701  0.136

## Properties
multiplicity: 1
total charge: 0
energy relative to the best compared isomer or geometry (same formula, charge and spin): 214.46 kJ/mol
LUMO energy: 0.57 eV

C19H25CsN2O5S3 as an isolated structure. Source: OMol25; level of theory: ωB97M-V with the def2-TZVPD basis set.

Last column: Löwdin charge in e.
Geometry (Å):
H: -1.303 -1.593 -0.921  -0.016
C: -1.811 -1.473 2.597  -0.149
O: 2.139 -1.456 -1.977  -0.262
C: 0.788 4.435 2.328  -0.531
C: -2.219 -3.311 -0.457  -0.252
C: 3.047 4.007 0.725  -0.544
H: 4.097 -2.103 -2.197  0.150
H: -0.815 3.204 3.083  0.068
H: 2.899 -3.380 -2.009  0.149
H: -1.882 4.759 -0.867  0.075
C: 2.355 4.531 -0.528  -0.534
H: -0.671 2.973 -2.144  0.071
C: -3.646 -5.220 -0.024  -0.084
C: -3.788 -4.888 1.292  -0.058
H: 1.631 5.309 -0.293  0.056
C: -2.348 -2.944 0.923  -0.160
N: -1.407 -2.536 -1.254  0.126
C: -2.575 -2.188 3.541  -0.053
H: 0.932 5.250 1.621  0.056
H: -2.781 -4.726 -1.941  0.112
H: 2.653 -1.042 -3.944  0.130
H: -1.295 4.812 2.571  0.078
C: -0.928 4.376 -0.502  -0.514
H: -1.544 -2.580 -2.252  0.109
C: 0.560 -0.571 -3.705  -0.717
H: -1.282 -0.575 2.902  0.100
O: 0.286 -0.601 -4.905  -0.009
N: -1.695 -1.827 1.342  0.061
H: 3.116 4.999 -1.156  0.075
C: -3.137 -3.734 1.788  -0.160
C: -0.658 3.963 2.315  -0.547
H: -0.170 4.622 -2.474  0.079
H: -0.414 5.221 -0.046  0.058
C: 1.806 -1.430 -3.371  -0.114
H: -3.831 -3.890 3.826  0.118
O: 2.953 -1.778 0.676  0.033
H: 3.793 3.259 0.454  0.071
S: 1.539 3.245 -1.511  0.823
H: -2.630 -1.841 4.563  0.103
H: 4.571 -3.348 0.966  0.130
C: -3.232 -3.312 3.132  -0.012
C: -0.167 3.841 -1.711  -0.519
C: -2.869 -4.438 -0.901  -0.027
Cs: 0.584 0.089 -0.047  1.072
H: 3.578 4.829 1.210  0.078
O: 4.409 -3.335 0.013  0.115
H: 0.993 4.843 3.319  0.076
H: -4.391 -5.488 1.962  0.107
O: -0.024 0.030 -2.762  -0.246
S: -1.313 3.178 0.818  0.813
H: 1.605 -2.450 -3.715  0.126
C: 3.154 -2.359 -1.693  -0.150
C: 3.449 -2.418 -0.214  -0.489
S: 2.028 3.160 1.965  0.825
H: -4.144 -6.099 -0.413  0.104

## Properties
multiplicity: 1
total charge: 0
energy relative to the best compared isomer or geometry (same formula, charge and spin): 43.14 kJ/mol
LUMO energy: -0.01 eV

C19H25CuN5O4PS2 as an isolated structure. Source: OMol25; level of theory: ωB97M-V with the def2-TZVPD basis set.

Last column: Mulliken spin population.
Geometry (Å):
C: 2.492 0.634 -0.383  0.002
H: 4.416 -0.619 -3.507  0.000
H: -0.211 -0.711 -1.872  -0.001
H: -0.528 -1.528 -3.392  0.000
O: 3.059 0.105 2.629  0.003
C: -1.103 2.160 -3.203  0.002
H: 1.698 -1.950 -0.146  0.000
H: 5.100 -1.392 -1.066  0.000
C: -1.593 3.669 1.388  0.001
H: -1.819 2.785 -3.739  0.000
O: -3.015 1.917 -1.262  0.000
C: 1.255 -1.666 1.954  -0.004
N: -0.168 3.154 -2.441  -0.002
C: 0.656 -3.600 0.666  0.000
H: -2.468 -0.470 -3.660  0.000
P: -1.887 1.171 -1.808  0.001
H: 0.391 -4.222 4.011  0.000
C: 1.260 -2.355 0.754  -0.001
N: -0.921 -1.294 -2.432  0.001
N: -1.631 2.318 1.465  0.075
Cu: 0.079 1.979 0.550  0.695
H: 0.203 3.895 -3.021  0.000
C: 3.528 -0.292 -0.224  0.004
H: -0.503 1.525 -3.945  0.000
H: -4.605 1.746 2.741  0.001
S: 1.701 0.027 2.194  0.022
H: -2.497 5.520 2.193  -0.002
C: 0.831 -2.359 3.085  0.005
H: -0.631 3.618 -1.644  -0.003
H: -1.211 -5.755 1.933  0.000
C: -0.128 -5.777 1.828  0.000
H: 3.665 -0.727 0.766  0.000
H: 0.641 -1.791 4.016  0.000
O: -0.647 0.792 -0.933  0.028
S: -0.136 4.342 0.693  0.137
H: 2.895 1.327 -3.549  0.000
C: -3.661 3.724 2.690  0.000
C: 3.047 0.818 -2.587  0.000
C: -3.823 2.389 2.398  0.004
H: -4.409 4.193 3.346  -0.001
C: 3.948 -0.220 -2.580  0.003
H: -2.960 -1.044 -2.053  0.000
H: 0.051 -6.274 0.882  0.000
C: 0.331 -4.351 1.832  0.000
H: -0.987 -2.201 -1.950  0.000
C: -2.206 -0.470 -2.608  0.001
N: 2.288 1.225 -1.569  0.002
H: 0.263 -6.305 2.673  0.000
H: 0.353 -3.960 -0.331  0.000
H: -2.635 0.585 1.956  0.002
O: 0.593 0.640 2.950  0.000
C: -2.725 1.674 1.888  0.008
N: 1.576 0.799 0.652  0.022
C: 4.283 -0.699 -1.315  0.000
C: -2.595 4.392 2.083  -0.004
H: 0.580 2.609 -2.007  -0.001
C: 0.524 -3.701 3.012  0.001

## Properties
multiplicity: 2
total charge: +1
LUMO energy (spin up / spin down): -3.36 / -3.81 eV

Q: Number 1 is which compound?
A: C19H25ClN4O6S